Here is a molecular structure, C36H30AsCuF6N6O12 at a distorted geometry from the Open Molecules 2025 dataset. Energies are from the ωB97M-V functional and the def2-TZVPD basis.

Properties
F_max: 0.071 hartree/bohr
relative energy (zero: lowest compared OMol25 entry of this formula, charge and spin): 105.9 kcal per mole
E_LUMO: -4.02 eV

Each line ends with the Mulliken charge.
Atoms and positions in Å:
Cu (-0.25509, 0.90853, 0.62394)  1.00
As (2.95486, 5.40909, 2.69187)  2.01
F (3.93980, 6.71250, 3.36639)  -0.48
F (2.81505, 4.57809, 4.25697)  -0.49
F (1.90797, 4.09635, 2.07373)  -0.54
F (3.01510, 6.22314, 1.06264)  -0.51
F (4.40971, 4.42875, 2.34765)  -0.50
F (1.47841, 6.35899, 3.06450)  -0.50
C (-0.64705, -6.18902, -6.29917)  -0.23
C (-0.16588, -4.94685, -5.98835)  -0.53
C (-0.22506, -4.42653, -4.70009)  -0.40
C (-0.70988, -5.27819, -3.71756)  0.37
C (-1.22353, -6.57239, -4.04505)  -0.38
C (-1.17899, -7.05261, -5.37511)  -0.55
N (-0.79889, -4.78319, -2.25868)  0.90
O (-0.74981, -5.59254, -1.37432)  -0.54
O (-0.81291, -3.57743, -2.09458)  -0.57
H (-0.58794, -6.53647, -7.32003)  0.35
H (0.44266, -4.53710, -6.78094)  0.34
H (0.17170, -3.45469, -4.44611)  0.46
H (-1.68835, -7.21442, -3.31149)  0.37
H (-1.55977, -8.01651, -5.67893)  0.40
C (-5.79896, -2.06040, -5.76186)  -0.48
C (-6.72313, -2.54992, -4.87007)  -0.33
C (-6.67791, -2.25337, -3.51047)  -0.42
C (-5.64199, -1.43205, -3.02993)  0.18
C (-4.66767, -0.93423, -3.92171)  -0.34
C (-4.79993, -1.20352, -5.28573)  -0.40
N (-5.54086, -1.05132, -1.61400)  0.96
O (-6.36810, -1.46840, -0.79080)  -0.57
O (-4.52607, -0.45384, -1.21573)  -0.59
H (-5.84535, -2.32039, -6.80907)  0.40
H (-7.45603, -3.26186, -5.21993)  0.36
H (-7.35937, -2.69746, -2.79999)  0.43
H (-3.81744, -0.33256, -3.63622)  0.43
H (-4.04299, -0.79525, -5.93898)  0.38
C (9.54645, -0.58903, 1.19044)  -0.15
C (8.53934, -1.56312, 1.36793)  -0.61
C (7.24258, -1.21550, 0.89796)  0.02
C (6.94023, -0.01678, 0.28548)  0.04
C (7.99225, 0.83991, 0.03093)  -0.27
C (9.30189, 0.59388, 0.53114)  -0.65
N (5.58822, 0.24227, -0.25461)  0.89
O (4.61035, -0.33260, 0.26677)  -0.56
O (5.47974, 0.96697, -1.24687)  -0.53
H (10.57739, -0.70094, 1.49220)  0.33
H (8.77980, -2.56362, 1.69592)  0.37
H (6.55329, -1.99754, 1.18025)  0.35
H (7.63624, 1.68290, -0.54267)  0.41
H (10.13681, 1.26485, 0.39284)  0.36
C (-7.89265, 4.37204, 6.07295)  -0.51
C (-6.89904, 5.15665, 6.77055)  -0.40
C (-5.56490, 4.81339, 6.63702)  -0.41
C (-5.22762, 3.70010, 5.87556)  0.33
C (-6.20126, 2.81057, 5.37424)  -0.37
C (-7.55881, 3.17881, 5.51926)  -0.29
N (-3.89065, 3.36625, 5.51833)  0.86
O (-3.08371, 3.67061, 6.35372)  -0.52
O (-3.67738, 2.72916, 4.47426)  -0.56
H (-8.95636, 4.54724, 6.13792)  0.34
H (-7.15516, 6.05159, 7.31818)  0.36
H (-4.79517, 5.40520, 7.10997)  0.41
H (-5.93193, 1.89672, 4.86558)  0.40
H (-8.38508, 2.54902, 5.22418)  0.36
C (1.39695, -6.27318, 7.28249)  -0.28
C (1.25234, -5.21156, 8.17862)  -0.54
C (1.10703, -3.95291, 7.74163)  -0.09
C (1.14227, -3.66904, 6.36178)  -0.03
C (1.32488, -4.75601, 5.46173)  -0.15
C (1.45949, -6.07449, 5.89121)  -0.54
N (0.89240, -2.26292, 5.87146)  0.87
O (0.93655, -1.32155, 6.63803)  -0.52
O (0.71739, -2.06324, 4.61440)  -0.56
H (1.58018, -7.31017, 7.52232)  0.34
H (1.15042, -5.50509, 9.21296)  0.36
H (0.97009, -3.22797, 8.53036)  0.39
H (1.38457, -4.49682, 4.41497)  0.39
H (1.44615, -6.76163, 5.05810)  0.35
C (2.75087, 6.92057, -6.75942)  -0.23
C (1.91620, 6.05350, -7.58941)  -0.65
C (1.42135, 4.90875, -7.05831)  -0.10
C (1.69605, 4.55083, -5.73387)  0.13
C (2.46076, 5.41116, -4.97280)  -0.16
C (3.03528, 6.59988, -5.46452)  -0.66
N (1.10328, 3.32739, -5.21863)  0.80
O (0.93757, 2.32850, -5.96291)  -0.53
O (0.81617, 3.27821, -3.98553)  -0.51
H (3.27123, 7.78607, -7.14222)  0.35
H (1.69584, 6.35444, -8.60295)  0.37
H (0.77260, 4.34195, -7.70966)  0.37
H (2.79857, 5.16539, -3.97687)  0.40
H (3.59239, 7.27806, -4.83518)  0.40



Here is a molecular structure, C36H30CaN5O7PS at a distorted geometry from the Open Molecules 2025 dataset. Energies are from the ωB97M-V functional and the def2-TZVPD basis.

Properties
F_max: 0.061 hartree/bohr
relative energy (zero: lowest compared OMol25 entry of this formula, charge and spin): 1.5 kcal per mole
E_LUMO: -0.90 eV

Each line ends with the Mulliken charge.
Atoms and positions in Å:
Ca (-0.96502, 0.00161, 1.31065)  2.20
O (-8.03445, 0.18784, 3.61230)  -0.70
C (-7.33748, 1.19394, 3.37944)  0.35
O (-7.53166, 2.42078, 3.53368)  -0.70
C (-5.86323, 0.90287, 2.94479)  -0.31
C (-5.19151, 1.80241, 2.09201)  -0.74
C (-3.91802, 1.55943, 1.69598)  0.80
N (-3.21315, 0.48867, 2.23550)  -0.31
C (-3.83056, -0.30728, 3.10726)  1.03
C (-5.17941, -0.16329, 3.45269)  -0.91
C (-3.04866, -1.44459, 3.73312)  0.49
C (-3.61649, -2.17697, 4.74017)  -1.13
C (-2.95188, -3.23785, 5.23223)  -0.40
C (-1.64614, -3.50880, 4.75869)  -1.06
C (-1.12575, -2.63792, 3.84530)  0.04
N (-1.75266, -1.57275, 3.31945)  -0.14
C (-3.18212, 2.44508, 0.71376)  0.29
C (-3.69664, 3.67043, 0.32725)  -0.91
C (-3.04089, 4.40021, -0.64791)  -0.44
C (-1.82781, 3.92793, -1.13142)  -1.17
C (-1.33335, 2.71872, -0.64760)  -0.04
N (-2.01670, 1.96805, 0.23542)  -0.07
H (-5.74779, 2.67812, 1.78093)  0.39
H (-5.66773, -0.82086, 4.13162)  0.52
H (-4.56511, -1.88231, 5.14505)  0.43
H (-3.44464, -3.87313, 5.94088)  0.46
H (-0.99765, -4.31704, 5.11958)  0.40
H (-0.11960, -2.85561, 3.48985)  0.30
H (-4.62857, 4.01842, 0.79662)  0.38
H (-3.52137, 5.32742, -0.92073)  0.44
H (-1.17967, 4.56360, -1.70191)  0.46
H (-0.34784, 2.31081, -0.92568)  0.52
O (1.29939, -0.19703, 0.60669)  0.69
S (2.06209, 0.71418, 1.54312)  1.42
O (3.16316, 0.06832, 2.21664)  -0.76
O (1.07630, 1.29670, 2.44804)  -1.00
C (2.80963, 1.92084, 0.44057)  0.24
C (2.73539, 3.21837, 0.84155)  -0.60
C (3.35272, 4.16253, 0.03188)  -0.55
C (3.89138, 3.79165, -1.18390)  -1.04
C (4.05116, 2.45175, -1.46842)  0.23
C (3.44509, 1.48810, -0.72756)  -0.13
P (3.63832, -0.24843, -1.22954)  -0.42
C (2.17258, -0.55856, -2.31047)  0.09
C (1.32463, 0.44425, -2.72828)  -0.23
C (0.16852, 0.12118, -3.44007)  -0.59
C (-0.13641, -1.23271, -3.71201)  -0.51
C (0.72052, -2.20137, -3.27212)  -0.74
C (1.87570, -1.88633, -2.59408)  -0.25
C (4.94881, -0.07102, -2.50384)  -0.15
C (6.27609, 0.11903, -2.13143)  0.19
C (7.28272, 0.03642, -3.05070)  -0.75
C (6.99754, -0.19293, -4.40482)  -0.37
C (5.67617, -0.41322, -4.82617)  -0.89
C (4.67236, -0.33049, -3.85226)  0.14
H (2.22326, 3.48117, 1.75149)  0.52
H (3.37117, 5.17510, 0.44629)  0.39
H (4.41421, 4.48471, -1.78799)  0.48
H (4.61858, 2.18429, -2.37032)  0.27
H (1.54864, 1.45212, -2.40910)  0.58
H (-0.51240, 0.94305, -3.71259)  0.38
H (-1.03090, -1.47814, -4.25305)  0.46
H (0.51949, -3.25453, -3.41236)  0.41
H (2.58860, -2.64521, -2.22740)  0.37
H (6.58694, 0.30582, -1.09441)  0.37
H (8.30614, 0.13274, -2.73911)  0.41
H (7.80016, -0.22457, -5.12130)  0.39
H (5.37344, -0.59040, -5.87401)  0.38
H (3.63219, -0.44406, -4.17846)  0.38
C (-2.93439, -3.51372, -1.22123)  -0.70
O (-1.94176, -3.98089, -0.28999)  -0.53
C (-0.93235, -3.13217, -0.03968)  0.71
O (-1.08874, -1.91773, -0.07514)  -0.68
N (0.13914, -3.83033, 0.30506)  0.01
N (1.29115, -3.16854, 0.80503)  -0.62
H (-2.57181, -3.40123, -2.22475)  0.29
H (-3.34135, -2.53963, -0.94768)  0.24
H (-3.67180, -4.27591, -1.24033)  0.30
H (0.13946, -4.84867, 0.34567)  0.27
H (1.11553, -2.95608, 1.81550)  0.30
H (1.37711, -2.24635, 0.35806)  0.15



Here is a molecular structure, C36H31AsN2PtS2 from the Open Molecules 2025 dataset. Energies are from the ωB97M-V functional and the def2-TZVPD basis.

Properties
F_max: 0.002 hartree/bohr
total charge: +2
relative energy (zero: lowest compared OMol25 entry of this formula, charge and spin): 1.0 kcal per mole
E_LUMO: -7.22 eV

Each line ends with the Mulliken charge.
Atoms and positions in Å:
Pt (-0.91264, 1.14189, 0.13152)  2.22
C (-3.96460, 1.27624, 2.77526)  -1.43
C (-4.35145, 1.04516, 1.31729)  0.17
C (-5.71799, 1.66768, 0.99808)  -1.55
C (-3.33704, 1.58536, 0.34188)  1.04
C (-2.59857, 2.76887, 0.57422)  -0.82
C (-1.77803, 3.36757, -0.41570)  -1.18
C (-1.56684, 2.74393, -1.65103)  1.11
C (-0.80065, 3.37692, -2.76795)  -1.40
C (-2.13188, 1.44686, -1.79643)  -0.73
C (-3.05063, 0.91029, -0.85688)  -0.64
H (-4.66604, 0.75825, 3.42738)  0.46
H (-4.00250, 2.33247, 3.04662)  0.40
H (-2.96213, 0.89677, 2.99675)  0.23
H (-4.41491, -0.03252, 1.14032)  0.40
H (-5.69348, 2.74921, 1.14534)  0.37
H (-6.47609, 1.25519, 1.66231)  0.44
H (-6.02293, 1.46846, -0.02936)  0.39
H (-2.70201, 3.27548, 1.52537)  0.40
H (-1.31064, 4.32118, -0.20618)  0.49
H (-1.48624, 3.61594, -3.58330)  0.36
H (-0.05087, 2.69455, -3.16952)  0.23
H (-0.31611, 4.29698, -2.44934)  0.43
H (-1.92194, 0.88067, -2.69605)  0.58
H (-3.51659, -0.04499, -1.06610)  0.45
S (0.25713, -0.26590, 3.41346)  -0.10
C (1.94113, 0.21624, 3.19784)  0.78
C (3.15025, -0.20805, 3.70277)  -0.78
C (4.28415, 0.42179, 3.18780)  0.66
C (5.57876, -0.04625, 3.59548)  -0.30
N (6.59959, -0.45873, 3.91984)  -0.40
C (4.19296, 1.45897, 2.24056)  0.80
C (2.95636, 1.90637, 1.77840)  -0.91
C (1.86025, 1.24531, 2.27336)  -0.08
S (0.10402, 1.42402, 2.13385)  -0.12
C (5.37924, 2.04183, 1.68203)  -0.29
N (6.29869, 2.49787, 1.16759)  -0.44
H (3.24532, -1.00105, 4.43107)  0.59
H (2.89485, 2.71064, 1.05872)  0.60
C (-1.26009, -4.70460, 1.38524)  -0.66
C (-1.85319, -3.49463, 1.71453)  -0.84
C (-1.37726, -2.31567, 1.15795)  -0.35
C (-0.30108, -2.35270, 0.27901)  0.54
C (0.27964, -3.57184, -0.07203)  -0.04
C (-0.19878, -4.74499, 0.48895)  -0.88
As (0.33060, -0.76636, -0.58400)  0.34
C (-0.10926, -1.02749, -2.44449)  0.49
C (-1.09277, -1.95445, -2.77568)  -0.51
C (-1.48455, -2.10025, -4.10117)  -0.86
C (-0.90080, -1.32439, -5.09060)  -0.58
C (0.07907, -0.39553, -4.75861)  -0.85
C (0.47252, -0.24127, -3.43881)  -0.25
C (2.24396, -0.66679, -0.41189)  0.82
C (2.93007, -1.60656, 0.34802)  -0.50
C (4.32087, -1.57473, 0.38651)  -0.91
C (5.01979, -0.61092, -0.32249)  -0.80
C (4.33099, 0.35314, -1.05129)  -1.16
C (2.94759, 0.33339, -1.08667)  -0.33
H (-1.63289, -5.62298, 1.81846)  0.44
H (-2.68819, -3.46946, 2.40209)  0.47
H (-1.84860, -1.37111, 1.40685)  0.38
H (1.09347, -3.61233, -0.78700)  0.56
H (0.25100, -5.69123, 0.22053)  0.46
H (-1.55062, -2.57440, -2.01447)  0.43
H (-2.24013, -2.83072, -4.35758)  0.46
H (-1.20007, -1.44824, -6.12257)  0.43
H (0.54447, 0.20161, -5.53144)  0.47
H (1.24123, 0.48128, -3.20485)  0.37
H (2.40101, -2.37329, 0.89578)  0.56
H (4.85545, -2.31544, 0.96586)  0.51
H (6.10146, -0.59701, -0.29757)  0.44
H (4.87609, 1.12547, -1.57740)  0.45
H (2.42911, 1.12302, -1.61642)  0.45



What is the formula in the third record? C36H31AsN2PtS2